Below is C21H18ClCsF4O10PS3 as an isolated structure at a distorted geometry, with properties calculated with ωB97M-V/def2-TZVPD.

For the largest force on an atom, the calculation gives 5.546 eV/A. For the molar mass, the calculation gives 801.89 g mol⁻¹. For the orbital gap, the calculation gives 6.14 eV. Its lowest unoccupied orbital energy is -4.4 eV.

Geometry as ORCA input:
```
! RIJCOSX wB97M-V def2-TZVPD def2/J DEFGRID3
* xyz 1 1
C 4.54055 -1.49500 -1.14577
C 4.92365 -0.02715 -1.03592
C 3.94308 0.88014 -1.80002
O 3.47868 1.94463 -0.96556
C 2.38356 2.54445 -1.37542
O 1.93779 2.48517 -2.48655
C 1.71259 3.42007 -0.33762
S 1.86621 2.91866 1.39747
C 0.60854 1.69241 1.48610
C -0.40059 1.69592 2.36562
C -0.57755 2.80142 3.38604
F -0.78918 3.97341 2.76856
F 0.48794 2.92621 4.17467
F -1.64824 2.57832 4.15720
C -1.40029 0.59005 2.31475
O -1.86982 0.08705 3.28824
C -1.73785 0.12669 0.91942
C -0.68682 0.11438 0.02059
C -0.85302 -0.28269 -1.29995
C -2.12238 -0.67150 -1.71451
S -2.12506 -1.16901 -3.45078
O -2.26877 -2.57551 -3.50688
O -0.96981 -0.61165 -4.04952
F -3.33833 -0.49072 -4.23899
C -3.20282 -0.66192 -0.82686
C -4.58433 -1.10155 -1.28796
C -4.50303 -2.64473 -1.24591
C -5.82172 -3.34548 -1.14975
O -4.93309 -3.28202 -2.37015
C -3.03682 -0.27716 0.51823
P -4.52252 -0.32310 1.64091
O -4.31451 1.00437 2.54034
Cl -4.14261 -1.93560 2.84213
C 0.65128 0.56531 0.49404
O 1.66410 0.05056 0.13335
O 5.02725 0.45978 0.31484
C 5.42701 -0.44137 1.23769
O 6.46224 -1.01756 1.19219
C 4.43819 -0.64452 2.35552
S 5.30306 -0.43943 3.93218
H 4.15413 -1.66963 -2.14777
H 5.43408 -2.09610 -1.03223
H 3.76390 -1.77124 -0.43932
H 5.90733 0.07933 -1.48878
H 3.08274 0.28323 -2.08796
H 4.39411 1.24921 -2.71526
H 2.15523 4.40826 -0.42941
H 0.66340 3.53202 -0.57807
H -0.03338 -0.27563 -2.00002
H -4.79948 -0.85752 -2.33844
H -5.38443 -0.83333 -0.58595
H -3.68847 -3.08785 -0.69352
H -6.70042 -2.97570 -1.65204
H -5.74035 -4.36979 -0.82657
H -4.10725 0.77093 3.45846
H 3.61339 0.04896 2.24444
H 4.04469 -1.65256 2.24658
H 4.29050 -0.67184 4.77672
Cs -6.05626 0.46795 -2.90284
*
```